--- A ---
H12NO4 | ωB97M-V/def2-TZVPD

The calculation puts the LUMO energy at -2.74 eV. For the HOMO-LUMO gap, the calculation gives 0.45403 hartree.

```
! wB97M-V def2-TZVPD RIJCOSX def2/J DEFGRID3
* xyz 1 1
H 0.2107 1.7413 0.3728
H -0.8603 0.4750 -3.2516
H 0.1942 -2.2017 0.8126
O 0.7130 -1.4112 0.9715
H 0.8730 0.1536 0.2093
H 0.1528 1.4390 -3.7141
H 0.0245 -4.8729 1.3521
H -1.1653 2.9182 1.8923
O -0.3621 -4.0136 1.1682
N 0.6189 1.0468 -0.2694
H 1.1334 -1.5971 1.8040
H 0.0184 0.8771 -1.0871
H 1.4490 1.4122 -0.7241
O -0.0991 0.9418 -2.9564
H -0.8203 4.0983 0.9948
H -1.2967 -4.1440 1.3872
O -0.7842 3.1370 1.0379
*
```

***

--- B ---
H12NO4 | ωB97M-V/def2-TZVPD

The calculation puts the LUMO energy at -3.07 eV. For the HOMO-LUMO gap, the calculation gives 0.43893 hartree.

```
! wB97M-V def2-TZVPD RIJCOSX def2/J DEFGRID3
* xyz 1 1
O -1.4316 0.7390 1.6748
H -2.2528 1.1974 1.8803
O 0.0873 0.3695 3.9948
H 2.7456 -2.2825 -1.6277
H 0.4191 2.0442 -4.2253
H -0.9087 0.7768 2.4962
H -0.3654 0.7839 -4.0720
H -0.4008 -1.2277 -0.7380
H -1.1896 0.1815 -1.0739
H -0.5494 -0.1766 4.4786
H -0.4611 0.0684 0.3720
O 1.8170 -2.4071 -1.3991
H 1.5210 -3.0840 -2.0217
H 0.5116 0.1446 -0.9950
N -0.3689 -0.2175 -0.6241
O -0.1728 1.6022 -3.5979
H 0.7074 0.6489 4.6770
*
```

***

--- C ---
H12NO4 | ωB97M-V/def2-TZVPD

The calculation puts the LUMO energy at -2.97 eV. For the HOMO-LUMO gap, the calculation gives 0.43970 hartree.

```
! wB97M-V def2-TZVPD RIJCOSX def2/J DEFGRID3
* xyz 1 1
O 0.8553 -1.4888 -1.1981
H -1.2672 -0.0083 1.1450
H 2.1760 0.7256 2.9231
O -2.6855 -0.4093 2.2523
H 1.3164 -0.2038 -4.5963
H -0.8125 1.1385 -0.0327
H -3.2514 -0.4528 3.0118
H -0.4156 -0.4885 -0.1311
O 1.2821 0.2716 -3.7658
O 1.4722 0.9723 2.3248
H -3.3918 -0.3057 1.5902
H 1.1399 -1.1678 -2.0424
H 0.5601 -2.3717 -1.4590
H 1.3587 1.9213 2.3724
N -0.5336 0.3113 0.5025
H 0.3409 0.5096 1.0309
H 1.8562 1.0466 -3.9276
*
```

***

The data favor A; the next most stable structure lies 0.289 eV above it.

***

--- A ---
C2H5NP2 | ωB97M-V/def2-TZVPD

The calculation puts the LUMO energy (alpha / beta) at -1.04 / -0.18 eV. For the HOMO-LUMO gap (alpha / beta), the calculation gives 0.21129 / 0.32339 hartree.

```
! wB97M-V def2-TZVPD RIJCOSX def2/J DEFGRID3
* xyz 0 1
H -1.0132 -1.3404 2.5955
C -1.3114 -0.7578 1.6963
H -0.8111 -1.0593 0.7132
P 1.8177 -0.3530 -1.6779
H -2.4489 -0.6264 1.5913
P -0.0761 1.7001 1.1591
C 0.9666 1.0184 -2.0602
H 2.5193 -0.7613 -2.9455
N -0.5780 0.4680 1.8720
H 0.9354 1.7117 -2.9438
*
```

***

--- B ---
C2H5NP2 | ωB97M-V/def2-TZVPD

The calculation puts the LUMO energy at -0.01 eV. For the HOMO-LUMO gap, the calculation gives 0.33883 hartree. As for the SMILES: C1N=PCP1.

```
! wB97M-V def2-TZVPD RIJCOSX def2/J DEFGRID3
* xyz 0 1
H 0.4725 -2.0756 0.2790
H -1.0233 -2.0295 -0.7041
N 0.7948 -0.6879 -1.2570
H -1.7912 0.3281 -0.0506
P -0.8435 0.0086 0.9700
H 0.9780 1.5921 1.4438
C -0.1714 -1.3779 -0.2031
P 1.3261 0.7618 -1.0589
C 0.3789 1.3570 0.5319
H -0.1209 2.1236 0.0490
*
```

***

The data favor B; the next most stable structure lies 4.180 eV above it.

***

--- A ---
C2H10N3S | ωB97M-V/def2-TZVPD

The calculation puts the LUMO energy at -3.63 eV. For the HOMO-LUMO gap, the calculation gives 0.37259 hartree.

```
! wB97M-V def2-TZVPD RIJCOSX def2/J DEFGRID3
* xyz 1 1
H -1.1120 -0.8206 -1.0048
H -1.7154 0.9978 2.5715
H 1.9126 -0.8779 0.5469
H -2.4227 1.4349 1.2609
N -1.5817 0.9954 1.6016
H 0.1794 -1.3242 -1.8571
H -0.1564 1.4769 -1.8525
H 1.2126 2.2603 -0.9163
H 2.3730 0.7826 0.5418
C 0.7481 0.2379 -0.5244
H -1.6330 0.0644 1.3794
S 0.0862 -2.4074 0.3616
C 0.0085 -0.9968 -0.9007
H -0.1844 -3.3513 -0.4902
N 1.7091 0.1211 0.4210
N 0.5762 1.4068 -1.1386
*
```

***

--- B ---
C2H10N3S | ωB97M-V/def2-TZVPD

The calculation puts the LUMO energy at -4.25 eV. For the HOMO-LUMO gap, the calculation gives 0.29978 hartree.

```
! wB97M-V def2-TZVPD RIJCOSX def2/J DEFGRID3
* xyz 1 1
H 0.1653 2.1312 1.0276
H 2.9693 -1.7414 -0.9852
C 0.1754 0.2266 0.3823
N -0.5833 -0.8335 0.1751
N -0.4414 1.2460 0.8364
H -4.4828 1.1848 -1.1523
C 2.8843 0.1632 -0.2467
H -1.5712 -0.6618 -0.1019
H 3.6004 -1.5810 0.5141
H 3.0176 0.6609 0.7776
H -5.5021 -0.1183 -0.2360
S -4.1473 0.1055 -0.4835
H -1.5281 1.3387 1.1904
H 2.3573 0.5654 -1.1497
H -0.1648 -1.6179 -0.2769
N 3.2513 -1.0682 -0.2712
*
```

***

The data favor A; the next most stable structure lies 2.340 eV above it.

***

--- A ---
C7H11NO2 | ωB97M-V/def2-TZVPD

The calculation puts the LUMO energy (alpha / beta) at -0.08 / -0.41 eV. For the HOMO-LUMO gap (alpha / beta), the calculation gives 0.27121 / 0.24856 hartree.

```
! wB97M-V def2-TZVPD RIJCOSX def2/J DEFGRID3
* xyz 0 1
C -1.1884 0.5604 -0.3749
H 0.5752 -3.0881 -0.5371
O 2.9044 0.9178 3.4614
C -1.7664 1.8251 0.2879
C 0.2908 -2.0913 -0.8167
H -1.2958 1.4806 -2.3463
H -2.5354 1.6161 1.0132
H 0.1571 1.8788 -1.4129
H 2.0018 -2.3518 0.8794
H -1.0632 2.5850 0.5851
C 0.4257 -1.0708 0.3939
C 2.4349 0.2214 2.6348
H -1.9249 -0.1611 -0.5551
H 0.1119 0.3350 -2.1896
H 1.1993 -1.7925 -1.3951
C -0.5466 1.0930 -1.6932
N -0.1673 0.0255 0.4512
C 1.4771 -1.4931 1.2768
H -0.7143 -2.1671 -1.4031
H -2.2557 2.4250 -0.4726
O 1.8800 -0.7478 2.2130
*
```

***

--- B ---
C7H11NO2 | ωB97M-V/def2-TZVPD

The calculation puts the LUMO energy at 0.75 eV. For the HOMO-LUMO gap, the calculation gives 0.35394 hartree. As for the SMILES: CC(=O)[C@]1(O)CCN=C1C.

```
! wB97M-V def2-TZVPD RIJCOSX def2/J DEFGRID3
* xyz 0 1
C -1.8728 0.9995 -0.4590
H 1.6700 -0.0999 -1.9671
H -0.5392 -2.1906 -1.2793
C 0.4627 -1.7453 -1.0636
H -0.0695 0.0480 2.9161
H -1.9521 0.4710 -1.3905
H 1.5022 -0.8281 2.7051
H -2.2307 0.2860 0.2991
C 0.5568 -0.5518 0.9494
C -0.4517 1.5078 0.0049
O 1.8631 1.3123 -0.0027
C 0.7437 0.6275 -0.3103
O -0.4035 2.5278 0.6626
N 0.4010 -1.6795 0.4321
H 0.0408 0.0192 -2.3233
C 0.7845 -0.1080 2.3452
H 1.4486 -2.2818 -1.3529
H -2.4670 1.8464 -0.4829
H 1.4404 0.7621 2.2816
H 1.6622 2.2327 0.2600
C 0.7445 -0.2663 -1.5543
*
```

***

The data favor B; the next most stable structure lies 4.128 eV above it.

***

--- A ---
C29H29N2O3PbS2 | ωB97M-V/def2-TZVPD

The calculation puts the LUMO energy at -6.03 eV. For the HOMO-LUMO gap, the calculation gives 0.21737 hartree.

```
! wB97M-V def2-TZVPD RIJCOSX def2/J DEFGRID3
* xyz 1 1
C 2.3023 0.1875 -5.1799
C -3.3815 -1.6260 -1.8833
H 4.3104 2.4484 -3.6709
C -0.3262 2.3965 -3.5127
N 1.1318 1.3965 4.0270
C 3.4722 0.8196 -4.7904
H -3.5760 -2.6364 -1.5261
H 0.6940 -2.7223 1.8764
C -1.1950 -1.5635 1.8009
O -3.0212 0.1092 -4.2452
H 4.4324 0.4322 -5.1031
C 0.9913 1.8188 -3.9786
C -2.2297 -0.8713 6.4030
H 2.5019 -0.3672 2.4037
C -1.3421 -1.5628 -0.5010
N -1.5128 1.7662 -4.0440
C -1.5761 0.1014 -2.2848
C 1.0689 0.6865 -4.7785
C 2.1730 2.4426 -3.5821
H 2.3450 -0.6961 -5.8029
S 1.8399 0.9321 5.5634
H -0.3539 2.3709 -2.4244
O 3.0440 0.1862 4.9709
H 0.5139 -2.7387 -0.7836
H -0.4915 0.2418 -2.2914
H 1.9010 0.0004 -1.8806
C 2.2873 0.0400 1.4301
H -1.5034 -1.4925 8.3436
H -3.2203 -1.2774 6.5580
C -1.9588 -1.1234 0.7001
H -3.8941 -0.9349 -1.2158
C -0.0980 -2.2807 1.2954
H -2.6705 -0.1249 4.4216
H 1.7623 2.1519 1.8664
H -0.1121 -2.1498 -2.8926
C -0.0806 1.0028 3.8530
H -0.3669 3.4521 -3.7823
C -1.8731 -1.3548 -1.9037
H -1.3814 -3.3428 -2.6154
C 1.7328 1.4906 -0.2433
Pb 0.1029 -0.0355 0.5717
H -1.3992 -1.3522 2.8372
C -2.1139 0.6234 -3.5997
C 1.9335 1.3739 1.1431
H 0.7776 -0.5463 8.0010
C 0.0255 -0.4655 7.2268
H -1.8371 2.0612 -4.9515
C -1.2585 -0.9940 7.4148
C 0.3104 0.1704 6.0212
H 2.1271 3.3139 -2.9404
H 2.5777 -1.7012 0.0840
H -2.8419 -0.5154 0.7703
C -1.1907 -2.3048 -2.8828
C -0.1930 -2.2844 -0.1130
H 0.1613 0.1921 -5.0965
H 1.3953 2.3719 -0.7576
C -1.9207 -0.2225 5.1948
C 1.9657 0.2298 -0.8307
C 3.4028 1.9522 -3.9879
C 2.3287 -0.6620 0.2036
H -1.9328 0.7625 -1.4959
S -1.0143 1.4409 2.3558
O 2.2580 2.3506 5.9802
H -3.7994 -1.5168 -2.8786
C -0.6314 0.2895 5.0176
H -1.5702 -2.1407 -3.8852
*
```

***

--- B ---
C29H29N2O3PbS2 | ωB97M-V/def2-TZVPD

The calculation puts the LUMO energy (alpha / beta) at -5.90 / -6.37 eV. For the HOMO-LUMO gap (alpha / beta), the calculation gives 0.22201 / 0.20446 hartree.

```
! wB97M-V def2-TZVPD RIJCOSX def2/J DEFGRID3
* xyz 1 1
C -1.0974 -0.3561 2.2669
C -5.4233 0.2677 -0.9277
C -0.3049 2.4634 0.5635
C 0.9822 2.0967 1.0275
H 0.8969 -1.1884 2.8600
C -1.6143 -2.0423 0.7888
H -3.3545 3.7146 -1.7725
C 4.4506 -1.1937 0.2216
N -3.9580 0.2279 -3.3482
N 2.6587 -2.5446 0.9031
C -0.9643 3.4918 -2.9810
C 4.8871 -1.5879 1.4898
Pb 0.3454 -0.7883 -0.8473
H -4.3394 -1.8087 -3.2086
C 1.7954 1.7970 -0.0974
H 4.7628 0.1404 -1.4265
H -5.7127 -2.8796 1.3309
C -2.0876 -0.8337 1.3680
C -0.2786 -2.2691 1.2894
C -6.1467 0.3352 0.2712
O -3.4310 2.3223 -3.9482
C -3.1740 1.3452 -3.2383
H -6.8070 -0.7423 2.0220
C -0.3021 2.4025 -0.8527
C 3.2041 -1.8918 -0.1127
H -2.3335 0.7086 -1.3603
S 3.6856 -2.6521 2.2388
C 6.1349 -1.2170 1.9813
C -1.4615 2.6774 -1.7748
C 6.9047 -0.3209 1.2179
H 0.3878 -3.1028 1.0671
H -5.3605 1.1387 -1.5843
O 3.0627 -2.0131 3.3763
C -2.5676 3.4615 -1.0510
C -2.0138 1.2924 -2.2430
C -4.7870 -0.9211 -1.3010
H -3.0091 2.8817 -0.2277
H -2.1378 4.3910 -0.6541
H -4.4798 -2.9958 -0.8424
C 0.0062 -1.2388 2.2332
H -1.8201 3.7219 -3.6246
H -0.5071 4.4231 -2.6177
H 6.9827 0.9494 -0.5317
C -5.6387 -1.9919 0.7015
H -0.2262 2.9236 -3.5611
H -3.0672 -0.3790 1.2128
H 1.3368 1.9309 -2.3078
H 2.8429 1.5129 -0.0754
C 5.1736 -0.2286 -0.4853
H -1.1669 2.7369 1.1748
H -2.1899 -2.7205 0.1537
C -3.9460 -1.0063 -2.5647
H -1.2127 0.7145 -2.7519
H 6.4937 -1.6293 2.9236
C -4.9331 -2.0604 -0.5010
H -6.6267 1.2747 0.5444
H 1.2876 2.0626 2.0674
C 1.0080 2.0041 -1.2669
S 2.5156 -2.0197 -1.6749
H 7.8970 -0.0217 1.5645
H -2.9068 -1.2931 -2.3131
C 6.4000 0.2117 0.0199
H -4.5995 0.2594 -4.1378
H -1.1923 0.5238 2.8990
C -6.2471 -0.7923 1.0893
O 4.2513 -3.9701 2.3932
*
```

***

The data favor B; the next most stable structure lies 4.355 eV above it.

***

--- A ---
C5H12IN2 | ωB97M-V/def2-TZVPD

The calculation puts the LUMO energy at -4.03 eV. For the HOMO-LUMO gap, the calculation gives 0.31788 hartree.

```
! wB97M-V def2-TZVPD RIJCOSX def2/J DEFGRID3
* xyz 1 1
H -2.6097 -0.2760 -0.1119
C 0.0947 2.5391 -0.2601
N 0.8711 1.5969 0.0718
H 0.9776 -1.5612 2.2042
N 1.6615 -0.8709 2.5006
H 0.1312 3.4395 0.1703
H -0.8050 2.4679 -0.9256
H -2.5412 0.0033 -2.3012
H 1.9723 0.0453 1.2378
H 2.6153 0.7632 -0.4269
H 2.5234 -1.2855 2.7416
C 1.7511 0.7252 0.1425
C -1.9081 -1.0814 -0.1984
C -1.4392 -0.3853 -2.4320
H -0.7919 -0.2909 -3.3659
H -1.4183 -0.8502 0.7283
I 0.9698 -1.7510 -1.2584
C -1.0017 -0.9414 -1.3595
H 1.2540 -0.2114 3.1369
H -2.3070 -2.0753 -0.2939
*
```

***

--- B ---
C5H12IN2 | ωB97M-V/def2-TZVPD

The calculation puts the LUMO energy (alpha / beta) at -4.78 / -4.09 eV. For the HOMO-LUMO gap (alpha / beta), the calculation gives 0.26661 / 0.29334 hartree.

```
! wB97M-V def2-TZVPD RIJCOSX def2/J DEFGRID3
* xyz 1 1
C -0.6146 0.7545 2.7037
H -0.2409 -1.0932 -3.1726
H -1.7289 -2.2058 -2.1190
H 0.3906 2.4232 1.9918
H 1.2727 1.6448 3.3978
H 2.1078 -0.3700 -0.3399
I -1.8756 0.6746 1.0888
H -0.2518 2.6990 3.5157
H -0.7287 -0.0177 3.3544
C -0.9071 -0.8264 -0.8234
C 0.6875 -1.0392 -2.6470
H 1.2621 1.2504 -0.7511
C 0.2469 1.9131 2.9000
H 1.3815 -1.9943 -2.5411
H 1.2871 -0.3113 -3.2534
N -1.8579 -1.6029 -1.2931
N 0.2862 -0.6239 -1.2866
H -2.6930 -1.7243 -0.8748
C 1.1507 0.1839 -0.4361
H 0.8252 0.2654 0.5859
*
```

***

The data favor A; the next most stable structure lies 0.249 eV above it.

***

--- A ---
C4H9FN3 | ωB97M-V/def2-TZVPD

The calculation puts the LUMO energy at -3.43 eV. For the HOMO-LUMO gap, the calculation gives 0.38405 hartree. As for the SMILES: C[C@@H]1N(/C=N/F)[N@H+]1C.

```
! wB97M-V def2-TZVPD RIJCOSX def2/J DEFGRID3
* xyz 1 1
H -2.0991 1.0099 -1.0906
H -1.2396 0.3723 1.4335
C -1.7078 1.5891 -0.3575
C 1.9650 0.5238 0.2285
H 0.1108 -2.5883 -0.6145
H -2.2907 2.1559 0.2465
F 4.1768 -0.0562 -0.0207
H 2.2957 1.4430 0.6748
N -0.3353 -0.5891 -0.3124
H -0.5870 -0.6635 -1.3481
H -0.0086 -1.9953 1.1982
N 0.5593 0.3602 0.1497
N 2.8644 -0.2445 -0.3656
H -1.0283 2.2756 -0.9009
C -0.8607 0.5605 0.4372
C -0.3802 -1.9852 0.2179
H -1.4347 -2.1681 0.4239
*
```

***

--- B ---
C4H9FN3 | ωB97M-V/def2-TZVPD

The calculation puts the LUMO energy (alpha / beta) at -4.94 / -4.84 eV. For the HOMO-LUMO gap (alpha / beta), the calculation gives 0.27090 / 0.27827 hartree.

```
! wB97M-V def2-TZVPD RIJCOSX def2/J DEFGRID3
* xyz 1 1
N 1.0030 0.1854 -0.8913
N 1.3078 -0.2381 0.2438
H -2.8236 -0.5478 -1.8868
C -1.1396 0.1641 0.9559
C -0.2460 0.1619 -1.3217
H -0.3059 0.3979 -2.3254
H -1.8662 0.8277 1.4035
H 1.6662 0.4324 -1.5232
H 2.8623 -1.1005 1.2625
C 2.5287 -0.0574 0.8581
H -1.3855 -0.8699 1.4670
C -2.5095 -0.2594 -0.8895
H -0.1666 0.3889 1.2125
H 2.4582 0.6735 1.6899
F -3.4760 -0.3366 0.0090
N -1.3044 -0.0255 -0.4495
H 3.3970 0.2033 0.1851
*
```

***

The data favor B; the next most stable structure lies 2.002 eV above it.

***

--- A ---
H4OP2S | ωB97M-V/def2-TZVPD

The calculation puts the LUMO energy at -0.80 eV. For the HOMO-LUMO gap, the calculation gives 0.29740 hartree.

```
! wB97M-V def2-TZVPD RIJCOSX def2/J DEFGRID3
* xyz 0 1
O -0.9909 -0.2990 -1.0864
H -0.4950 -1.7663 0.9199
S -1.8767 1.1583 1.1981
H -1.8235 0.0208 -1.3403
H 1.8594 -0.1799 -1.0923
H 2.1640 0.2082 1.0498
P -0.4104 -0.0140 0.4489
P 1.5732 0.8719 -0.0977
*
```

***

--- B ---
H4OP2S | ωB97M-V/def2-TZVPD

The calculation puts the LUMO energy at -0.54 eV. For the HOMO-LUMO gap, the calculation gives 0.30628 hartree. As for the SMILES: PO[PH2]=S.

```
! wB97M-V def2-TZVPD RIJCOSX def2/J DEFGRID3
* xyz 0 1
S -0.9066 -3.4491 -1.1647
O -0.1016 -0.3221 -1.1990
P 0.5785 1.4153 -0.9876
H 0.4637 1.8200 -2.4085
H 1.8515 1.1298 -1.3643
H -0.0919 -1.7077 0.7275
P 0.0894 -1.8496 -0.6054
H 1.3561 -1.9759 -0.4271
*
```

***

The data favor B; the next most stable structure lies 0.133 eV above it.